C8H16Br8 | ωB97M-V/def2-TZVPD

```
32
Properties=species:S:1:pos:R:3:lowdin_charge:R:1
Br 4.030 1.520 -0.218 0.626
C 2.013 4.500 5.689 -0.763
H 1.829 2.157 0.719 -0.002
H 1.504 3.717 6.243 0.055
H 0.276 -4.275 -3.887 0.051
Br -2.793 -3.796 -0.283 0.637
H -2.570 -3.151 -4.068 -0.044
C -1.668 -3.622 -4.447 -0.728
Br -4.291 -1.789 -2.684 0.664
H -0.860 -4.274 -2.575 0.021
H -3.424 -0.096 -1.160 0.045
H 1.702 0.123 -1.596 0.013
H 1.507 1.904 -1.786 0.058
Br 2.908 5.703 6.882 0.655
C -3.106 -1.124 -1.297 -0.760
Br 2.049 2.644 3.596 0.678
Br 0.067 -1.988 -3.007 0.732
H -2.307 -1.554 0.592 0.043
Br -2.144 -5.423 -4.999 0.632
H -2.114 -1.188 -1.724 -0.089
H -1.372 -3.090 -5.348 0.056
C -0.555 -3.720 -3.460 -0.755
H 1.219 5.063 5.198 0.057
C 2.145 1.265 0.188 -0.735
C 1.423 1.055 -1.122 -0.672
H 2.066 0.434 0.881 0.054
C -3.141 -1.904 -0.011 -0.671
H 3.751 3.364 5.188 0.054
H 3.446 4.635 4.024 0.059
Br -0.481 0.772 -0.759 0.682
C 2.968 3.942 4.703 -0.715
H -4.076 -1.803 0.525 0.060
```

Computed properties:
Energy relative to the best compared isomer or geometry (same formula, charge and spin) = 23.9 kJ/mol
Lowest unoccupied orbital energy = 0.338 eV
Orbital gap = 10.375 eV
2S+1 = 1
HOMO level = -10.037 eV

C2H10N2O | ωB97M-V/def2-TZVPD

```
15
Properties=species:S:1:pos:R:3:lowdin_charge:R:1
H 0.041 0.674 -0.642 0.044
O 0.018 -0.643 -3.681 -0.078
H 1.207 -1.716 2.045 0.058
C 0.675 0.241 1.763 -0.330
N 0.685 -1.148 1.382 -0.040
H -0.242 -1.642 1.534 0.092
N -0.781 0.983 -0.138 -0.024
H -1.783 0.739 -0.419 0.095
C -0.625 0.826 1.363 -0.289
H -1.380 0.107 1.716 0.094
H -0.105 -0.305 -4.534 -0.013
H 1.012 -0.792 -3.481 0.090
H 1.465 0.683 1.202 0.089
H 0.998 0.391 2.843 0.127
H -0.992 1.757 1.715 0.083
```

Computed properties:
Energy relative to the best compared isomer or geometry (same formula, charge and spin) = 128.6 kJ/mol
Lowest unoccupied orbital energy = 0.987 eV
Orbital gap = 9.444 eV
2S+1 = 1
HOMO level = -8.457 eV

C16H16N2O2 | ωB97M-V/def2-TZVPD

```
36
Properties=species:S:1:pos:R:3:lowdin_charge:R:1
N -1.485 0.195 1.083 0.047
C 2.728 0.527 -1.736 0.022
C 5.367 -1.984 -1.888 -0.085
C -0.837 -0.490 -1.577 0.030
C -2.914 3.324 2.450 -0.136
N -1.203 -0.333 3.251 0.062
C -1.795 0.905 3.198 -0.285
C -2.741 3.010 3.794 -0.130
H 3.020 -2.835 -2.014 0.108
C 1.198 -1.781 -1.807 0.029
H 0.583 -2.663 -1.835 0.129
C -2.987 -1.305 -1.414 -0.054
H -2.659 2.673 0.417 0.084
H -0.614 -1.633 1.681 0.088
H -3.031 3.725 4.545 0.085
H -3.334 4.276 2.177 0.084
H -2.046 1.558 5.218 0.096
H -3.554 -2.236 -1.367 0.104
H -1.329 0.455 -1.404 0.128
C -1.972 1.233 1.829 -0.289
H 3.349 1.405 -1.727 0.127
C 3.364 -0.718 -1.872 -0.189
O 4.763 -0.717 -1.983 -0.062
C 2.561 -1.870 -1.902 0.005
H 5.057 -2.468 -0.963 0.101
H 0.904 1.593 -1.511 0.130
C -2.187 1.806 4.182 -0.043
H 6.450 -1.855 -1.871 0.100
C -1.049 -0.687 1.976 -0.296
C -2.536 2.445 1.459 -0.065
C 1.367 0.629 -1.622 0.029
H -3.080 -0.779 -0.463 0.082
H -3.383 -0.684 -2.218 0.101
H 5.100 -2.592 -2.753 0.095
C 0.555 -0.533 -1.665 -0.185
O -1.630 -1.596 -1.669 -0.046
```

Computed properties:
Energy relative to the best compared isomer or geometry (same formula, charge and spin) = 430.3 kJ/mol
Lowest unoccupied orbital energy = -2.181 eV
Orbital gap = 4.490 eV
2S+1 = 1
HOMO level = -6.670 eV

C24H18F5O2Sn | ωB97M-V/def2-TZVPD

```
50
Properties=species:S:1:pos:R:3:lowdin_charge:R:1
H -1.885 0.204 -3.320 0.099
F -0.283 -0.431 8.918 0.124
C 1.545 -2.197 0.715 -0.204
C -0.649 -2.095 1.437 -0.240
H -1.553 -2.496 -0.584 0.086
H -0.737 1.646 -4.286 0.109
C -1.239 -0.578 -2.902 -0.266
C -0.814 2.265 0.239 -0.290
C -0.898 -1.303 5.455 -0.090
C -0.045 0.889 6.960 -0.129
H -1.530 -2.078 2.070 0.082
H -1.816 2.474 -0.132 0.093
Sn 0.014 0.029 0.013 1.319
O -0.852 0.120 -1.666 -0.435
C 0.710 -2.119 1.859 -0.210
C -0.572 -0.084 4.755 -0.243
H 2.629 -2.276 0.709 0.084
H 0.678 1.708 -8.353 0.088
C 0.404 2.330 -0.546 -0.306
H 1.597 -0.597 -8.096 0.095
H 0.051 -2.047 -3.795 0.104
H 1.043 -2.157 2.891 0.079
H 2.559 2.262 0.081 0.083
C 0.189 -0.227 -4.965 -0.229
C -0.202 1.164 -5.111 -0.016
H 1.574 2.154 2.594 0.078
C 0.591 1.193 -7.400 -0.116
H -1.106 2.160 2.457 0.076
C -0.803 -1.412 6.821 -0.127
C 1.095 -0.108 -7.254 -0.114
C -0.024 1.835 -6.314 -0.101
C 0.935 -0.797 -6.060 -0.044
C 0.990 2.137 1.681 -0.218
F -1.120 -2.574 7.435 0.107
H 0.450 2.599 -1.600 0.089
H 1.271 -1.834 -5.967 0.106
F -1.292 -2.360 4.714 0.126
F 0.190 2.170 4.987 0.126
C -0.372 -0.320 7.583 -0.110
O -0.667 0.023 3.506 0.124
F 0.370 1.936 7.708 0.108
H 1.021 -2.441 -1.471 0.081
H -0.388 2.862 -6.422 0.100
H -1.789 -1.481 -2.571 0.098
C 0.703 -2.253 -0.449 -0.294
C -0.140 1.007 5.594 -0.083
C -0.240 -1.006 -3.905 -0.018
C -0.676 -2.259 0.013 -0.306
C 1.510 2.215 0.360 -0.227
C -0.425 2.146 1.615 -0.246
```

Computed properties:
Energy relative to the best compared isomer or geometry (same formula, charge and spin) = 0.0 kJ/mol
Lowest unoccupied orbital energy (alpha / beta) = 1.834 / -0.460 eV
Orbital gap (alpha / beta) = 4.530 / 2.229 eV
2S+1 = 1
Charge = -1
HOMO level (alpha / beta) = -2.696 / -2.689 eV

CClFN2O | ωB97M-V/def2-TZVPD

```
6
Properties=species:S:1:pos:R:3:lowdin_charge:R:1
C -0.383 -0.081 0.907 -0.364
F -1.187 -1.340 -0.922 0.056
N -0.153 0.146 2.028 0.211
O 0.679 0.274 -1.221 -0.611
Cl 1.761 1.204 -0.458 0.714
N -0.717 -0.203 -0.334 -0.006
```

Computed properties:
Energy relative to the best compared isomer or geometry (same formula, charge and spin) = 183.2 kJ/mol
Lowest unoccupied orbital energy = -1.944 eV
Orbital gap = 8.802 eV
2S+1 = 1
HOMO level = -10.746 eV

C22H24CsN5O2 | ωB97M-V/def2-TZVPD

```
54
Properties=species:S:1:pos:R:3:lowdin_charge:R:1
C -2.493 -2.147 0.536 -0.206
N 0.021 1.079 -2.574 0.033
H 2.398 1.448 -0.662 0.095
H -0.165 3.576 -3.630 0.115
O -1.148 -2.020 5.425 -0.033
C -0.423 3.885 -2.611 -0.217
C -3.613 -2.166 -1.479 -0.167
H 1.521 4.902 -1.148 0.119
H -2.216 4.122 -1.409 0.067
H -3.751 -2.125 2.297 0.108
H 5.669 -2.346 -1.512 0.104
C 3.636 -2.296 1.194 0.005
C -1.184 -2.144 1.265 -0.197
H -5.760 -2.161 -1.478 0.104
C 0.115 4.517 0.444 -0.068
C 0.544 1.844 -1.670 -0.446
C 3.524 -2.280 -1.503 -0.162
H 0.652 5.106 1.190 0.079
N -2.472 -2.165 -0.794 -0.030
C 1.073 4.044 -0.640 -0.219
H -5.843 -2.136 1.027 0.112
C -1.207 -2.116 2.655 0.048
O 1.124 -2.066 5.409 -0.034
H -3.521 -2.175 -2.562 0.097
H -0.457 1.643 -3.271 0.018
C 4.814 -2.331 0.475 -0.051
H -2.169 2.620 -2.323 0.067
C 1.109 -2.200 1.255 -0.208
H 1.010 1.535 0.425 0.092
C -0.027 -2.122 3.365 -0.081
H 5.763 -2.365 0.994 0.113
N -0.041 -2.176 0.554 0.074
C 2.411 -2.254 0.516 -0.216
N 0.447 3.206 -1.659 -0.095
H 3.675 -2.304 2.271 0.108
C -3.715 -2.136 1.220 0.003
H -2.496 4.145 -3.153 0.078
H 1.897 3.499 -0.190 0.101
C -4.896 -2.142 0.504 -0.052
Cs -0.063 -2.066 -2.496 1.010
H 2.050 -2.189 3.232 0.106
H -0.678 5.145 0.036 0.065
H 1.240 0.127 -0.611 0.029
C -4.857 -2.156 -0.882 -0.063
C 1.338 1.207 -0.562 -0.011
N 2.384 -2.250 -0.816 -0.027
C -0.016 -2.062 4.916 -0.687
C -1.913 3.678 -2.357 -0.070
H -0.181 4.947 -2.557 0.118
C 4.770 -2.321 -0.912 -0.062
C 1.145 -2.177 2.644 0.047
H -0.347 3.667 0.949 0.080
H -2.108 -2.081 3.248 0.106
H 3.430 -2.268 -2.586 0.099
```

Computed properties:
Energy relative to the best compared isomer or geometry (same formula, charge and spin) = 13.8 kJ/mol
Lowest unoccupied orbital energy = -0.472 eV
Orbital gap = 6.935 eV
2S+1 = 1
HOMO level = -7.407 eV

C3H11NOP | ωB97M-V/def2-TZVPD

```
17
Properties=species:S:1:pos:R:3:lowdin_charge:R:1
H 1.962 -1.675 0.305 0.123
H -1.205 -0.785 -2.769 0.077
C 0.840 -1.495 0.470 -0.082
C 0.176 -0.158 0.406 -0.658
H -1.675 -1.724 -1.655 0.112
O -1.092 -0.905 -1.830 -0.136
H 1.981 0.699 0.512 0.148
C 0.603 2.229 0.247 -0.044
H -1.994 -1.231 0.448 0.019
H -1.419 0.311 1.563 -0.035
H -0.419 2.295 -0.161 0.051
H 0.653 -1.898 1.431 0.054
H 0.804 2.747 1.144 0.076
P -1.574 0.132 0.258 1.113
N 0.995 0.809 0.414 -0.048
H 1.107 2.881 -0.604 0.146
H 0.256 -2.234 -0.180 0.084
```

Computed properties:
Energy relative to the best compared isomer or geometry (same formula, charge and spin) = 186.7 kJ/mol
Lowest unoccupied orbital energy (alpha / beta) = -3.206 / -8.610 eV
Orbital gap (alpha / beta) = 6.512 / 6.194 eV
2S+1 = 3
Charge = +1
HOMO level (alpha / beta) = -9.718 / -14.804 eV
<S²> = 2.01

C12H20N2O3 | ωB97M-V/def2-TZVPD

```
37
Properties=species:S:1:pos:R:3:lowdin_charge:R:1
H -1.383 -3.376 -3.329 0.121
H -0.256 -3.327 -1.805 0.095
N 0.469 1.345 0.027 -0.102
H 0.050 3.239 1.592 0.094
C 0.054 0.756 1.145 -0.076
H -2.557 2.119 2.654 0.122
O 1.316 1.376 -2.173 0.100
H 2.118 -0.743 -2.669 0.117
C 1.367 -1.435 -2.226 -0.086
C -0.401 0.669 3.701 -0.203
H -0.879 1.362 4.467 0.139
H -2.286 0.440 1.988 0.113
H 0.691 -2.567 -3.843 0.087
C 0.912 0.681 -1.036 -0.205
C 0.294 -1.875 -3.218 -0.439
H 1.886 -2.406 -1.816 0.154
O 0.729 2.566 -0.108 -0.046
H 1.490 1.567 4.074 0.108
H -0.998 -0.010 -3.508 0.080
H 0.891 0.245 5.294 0.060
H 0.398 -0.208 -4.728 0.085
C 0.957 -0.649 -0.959 -0.240
H 1.711 2.221 -1.959 0.110
H -0.947 -0.344 3.672 0.134
C -0.505 1.469 2.360 -0.558
H -1.492 -1.985 -2.274 0.056
H 1.557 -0.230 3.643 0.095
H -1.084 -0.977 -4.835 0.060
C -0.764 -2.695 -2.590 -0.109
H -0.461 -1.263 1.828 0.094
N 0.554 -1.325 0.069 0.149
O -0.055 2.799 2.461 -0.004
C -1.902 1.523 1.932 -0.052
C -0.046 -0.675 1.083 0.002
C 0.990 0.551 4.272 -0.108
C -0.355 -0.716 -4.072 -0.062
H -2.065 1.877 0.884 0.113
```

Computed properties:
Energy relative to the best compared isomer or geometry (same formula, charge and spin) = 30.4 kJ/mol
Lowest unoccupied orbital energy = 0.317 eV
Orbital gap = 9.557 eV
2S+1 = 1
HOMO level = -9.240 eV

Which value of 2S+1 does entry 8 give? 1